C40H66N2O25 | ωB97M-V/def2-TZVPD

Geometry as XYZ:
```
133
Properties=species:S:1:pos:R:3
O 14.83300 20.25657 19.57093
N 13.96812 19.51567 19.09939
O 13.17074 18.90315 19.80891
C 13.95654 19.23765 17.64868
C 14.86746 19.91421 16.77470
C 14.85113 19.55174 15.44601
C 14.12144 18.42832 15.04125
C 13.32903 17.72031 15.91093
C 13.20478 18.13074 17.21875
H 15.55305 20.66502 17.16761
H 15.52586 20.02636 14.71474
H 14.28882 18.09259 14.04633
H 12.79734 16.81436 15.55475
H 12.58748 17.51019 17.90412
O 13.12912 24.11401 15.44664
N 12.01668 24.30370 14.98499
O 11.67006 25.32227 14.41327
C 11.08751 23.15907 15.12201
C 9.89654 23.19108 14.45104
C 9.02172 22.14764 14.56208
C 9.42444 21.06491 15.32208
C 10.59540 21.02660 15.97796
C 11.48997 22.09776 15.87313
H 9.53903 24.00609 13.92774
H 8.06073 22.13933 14.07263
H 8.79204 20.16092 15.39474
H 10.82387 20.20350 16.58292
H 12.37005 22.22321 16.49657
C 14.78750 23.67739 19.98585
C 13.77907 23.78668 18.86846
O 12.93475 22.60673 18.95826
C 11.68082 22.85308 19.44863
O 11.27070 23.85442 19.89479
O 11.03865 21.68854 19.30260
C 9.81083 21.68544 19.96894
H 14.42459 24.05829 20.92023
H 15.63039 24.35599 19.69898
H 15.05563 22.63476 19.99440
H 14.18842 23.81120 17.86322
H 13.20726 24.69866 18.94972
H 9.38115 20.68139 19.84921
H 9.11407 22.52005 19.73718
H 10.02056 21.70264 21.03985
C 15.08828 18.02424 9.49101
C 15.38200 18.73641 10.82442
O 16.76124 18.95218 11.06700
C 16.88112 19.87272 11.98909
O 15.90255 20.33784 12.55604
O 18.13513 20.19866 12.25574
C 18.40472 20.90582 13.46858
H 15.75352 17.09916 9.45814
H 15.40327 18.69623 8.68074
H 14.05143 17.78700 9.52049
H 15.01162 18.07453 11.62787
H 14.75289 19.59543 10.96100
H 17.72899 20.68856 14.31394
H 18.32272 21.98893 13.25498
H 19.43139 20.60143 13.72836
C 19.39541 18.44226 17.33337
C 17.91041 18.64394 17.52429
O 17.16994 17.43028 17.50886
C 16.92916 17.01425 16.25228
O 17.17817 17.50768 15.20116
O 16.24781 15.86459 16.38528
C 15.88540 15.20550 15.17492
H 19.63287 17.93520 16.34716
H 19.91102 17.96479 18.24052
H 19.72107 19.48510 17.19439
H 17.48730 19.27257 16.74320
H 17.68991 19.09741 18.47638
H 15.56569 15.90510 14.36270
H 14.98530 14.61919 15.30218
H 16.70935 14.64248 14.75257
C 11.70424 19.99289 11.50984
C 12.12949 19.56550 12.89831
O 11.13447 18.70419 13.56403
C 11.22349 17.44758 13.16605
O 11.98886 17.03108 12.31807
O 10.28688 16.74059 13.85289
C 10.41407 15.33281 13.69164
H 11.83039 19.15989 10.77526
H 12.57235 20.63712 11.26318
H 10.72528 20.48257 11.40542
H 12.21909 20.36179 13.60172
H 12.98973 18.97491 12.77980
H 11.33728 15.14913 14.33462
H 10.46596 15.12155 12.63665
H 9.54047 14.94832 14.16996
C 18.99186 23.29578 19.70466
C 18.20292 22.66088 18.60820
O 17.56292 23.61687 17.70342
C 17.10765 23.09160 16.56593
O 17.06294 21.87808 16.28096
O 16.61722 24.03058 15.78158
C 15.91655 23.49370 14.56522
H 19.83828 23.84884 19.26134
H 19.37956 22.55467 20.34354
H 18.44116 24.05957 20.29846
H 17.36523 22.03601 18.97129
H 18.85266 21.95922 18.07198
H 16.60608 22.87616 14.02858
H 15.66324 24.38544 14.03885
H 15.04617 22.88081 14.85975
C 15.43181 15.93225 19.61689
C 14.80384 14.65817 19.16919
O 14.04362 14.98571 17.99651
C 13.26994 14.01924 17.47035
O 13.04008 13.92707 16.31066
O 12.83080 13.16385 18.38243
C 11.77041 12.24583 17.91716
H 15.83378 15.89286 20.60267
H 14.69129 16.75623 19.58745
H 16.17945 16.27065 18.92980
H 14.19732 14.13900 19.90375
H 15.58973 13.95810 18.80181
H 11.48277 11.65443 18.78381
H 12.22261 11.56630 17.17134
H 10.92723 12.82078 17.55123
C 11.07173 16.48669 22.23556
C 11.39438 16.51640 20.73148
O 10.34687 17.20529 20.01672
C 10.37451 16.86136 18.70146
O 11.10231 16.03759 18.15994
O 9.38187 17.51327 18.14571
C 9.22578 17.35223 16.72609
H 10.85025 17.51078 22.60594
H 11.82390 15.99344 22.84144
H 10.10031 15.94201 22.36357
H 11.49576 15.55700 20.34462
H 12.36060 17.03997 20.54486
H 8.95146 16.33378 16.54226
H 10.16346 17.72213 16.23356
H 8.42385 18.08106 16.53936
```

Results
SMILES string: O=[N+]([O-])c1ccccc1.O=[N+]([O-])c1ccccc1.CCOC(=O)OC.CCOC(=O)OC.CCOC(=O)OC.CCOC(=O)OC.CCOC(=O)OC.CCOC(=O)OC.CCOC(=O)OC
Energy relative to the best compared isomer or geometry (same formula, charge and spin) (kJ/mol): 95.3
Strongest force on any atom (eV/Å): 4.0
HOMO-LUMO gap (eV): 9.13

Löwdin population analysis, charges in e, atoms 1 to 4: 0.054, -0.302, 0.043, -0.095

C40H67CaN4O3Sb | ωB97M-V/def2-TZVPD

Geometry as XYZ:
```
116
Properties=species:S:1:pos:R:3
Ca -3.53395 -19.82100 -7.01038
C -3.50731 -16.31392 -6.30567
N -4.56834 -17.22815 -5.85831
C -4.79021 -17.14044 -4.41712
C -5.84501 -16.81584 -6.59479
C -5.62961 -16.96143 -8.06902
N -5.33129 -18.32067 -8.50787
C -4.91682 -18.21834 -9.94006
C -3.62037 -17.43132 -10.27385
C -3.61016 -16.60774 -11.42266
C -2.51494 -15.88061 -11.86928
C -1.47387 -15.80584 -10.96180
C -1.33172 -16.71756 -9.88892
C -2.41757 -17.50010 -9.51864
O -2.33785 -18.41188 -8.60086
C 0.09363 -16.83294 -9.17942
C 0.60757 -18.31850 -9.20340
C 1.13085 -15.89180 -9.85780
C -0.15753 -16.36762 -7.71664
C -2.72204 -15.13299 -13.16450
C -3.95029 -14.24168 -13.21496
C -2.82637 -16.20978 -14.26019
C -1.51982 -14.22144 -13.47770
C -6.70154 -18.96330 -8.34709
C -6.95679 -20.32196 -8.99681
C -8.15918 -20.52418 -9.79534
C -8.54163 -21.80151 -10.26827
C -7.72605 -22.83682 -9.77924
C -6.49980 -22.74433 -9.15960
C -6.15408 -21.40832 -8.61446
O -5.22780 -21.15799 -7.75259
C -5.66527 -23.90286 -8.50228
C -5.76639 -24.08512 -6.99961
C -4.26591 -23.71318 -8.98586
C -6.11049 -25.28505 -9.14330
C -9.84356 -22.17478 -11.06761
C -10.84124 -22.78169 -9.99709
C -9.72092 -23.19662 -12.23524
C -10.56528 -20.98484 -11.69491
H -3.80774 -15.25677 -6.37960
H -3.10778 -16.66330 -7.25849
H -2.66845 -16.45870 -5.61013
H -4.77829 -16.09080 -4.09806
H -4.07304 -17.76471 -3.76712
H -5.79842 -17.43303 -4.16664
H -6.04427 -15.77188 -6.32863
H -6.64005 -17.44869 -6.26245
H -4.94030 -16.18192 -8.36287
H -6.55315 -16.65058 -8.60894
H -5.80214 -17.65308 -10.44427
H -4.80290 -19.27311 -10.29413
H -4.54117 -16.54504 -11.94840
H -0.73364 -15.05012 -11.24611
H 1.65963 -18.30673 -9.18021
H 0.28216 -18.90371 -10.04548
H 0.22257 -18.89127 -8.36620
H 1.47640 -16.36391 -10.83198
H 1.98946 -15.85292 -9.19052
H 0.74006 -14.91074 -10.06861
H -0.92964 -17.00117 -7.32028
H -0.55935 -15.34876 -7.67078
H 0.82788 -16.30589 -7.22237
H -4.97865 -14.87523 -13.17961
H -3.91485 -13.70173 -14.23553
H -4.04639 -13.49644 -12.39429
H -3.80950 -16.78901 -13.98611
H -1.93366 -16.88949 -14.21695
H -2.96250 -15.70352 -15.24090
H -1.44655 -13.38515 -12.77467
H -1.64471 -13.74469 -14.42659
H -0.50988 -14.61597 -13.51556
H -7.51935 -18.28639 -8.62316
H -6.79757 -19.13660 -7.22031
H -8.55289 -19.59727 -10.17049
H -8.05731 -23.80925 -10.03705
H -5.81979 -23.15081 -6.41506
H -4.93783 -24.75785 -6.69041
H -6.63329 -24.55571 -6.66777
H -3.49689 -23.48396 -8.21000
H -4.16969 -22.80432 -9.65058
H -3.91878 -24.56324 -9.57196
H -7.15200 -25.57995 -8.88860
H -5.41159 -26.01033 -8.71992
H -5.89907 -25.22332 -10.21355
H -10.53472 -23.73081 -9.53281
H -11.80988 -23.00482 -10.40219
H -11.03221 -22.12523 -9.13496
H -9.17153 -24.12368 -12.05263
H -9.12133 -22.60750 -13.00723
H -10.74961 -23.42571 -12.63845
H -10.73401 -20.12301 -11.02041
H -11.51541 -21.34225 -12.11346
H -9.84755 -20.57078 -12.56601
N 1.72511 -22.71213 -5.77054
C 0.52341 -22.08260 -5.94070
C 0.03342 -22.64640 -7.08553
C 1.00979 -23.49639 -7.52270
N 2.07393 -23.50332 -6.75190
H 2.39883 -22.49394 -5.08176
H 0.08284 -21.34406 -5.26525
H -0.87621 -22.28105 -7.55821
H 0.93687 -24.11865 -8.38287
C -3.80667 -20.23599 -2.62192
Sb -1.83185 -20.58676 -3.36373
C -0.78634 -18.52623 -3.17678
C -1.30852 -20.75203 -1.04162
H -3.77990 -19.33783 -1.97045
H -3.91031 -21.00416 -1.85779
H -4.71766 -20.30310 -3.24123
H -0.55050 -18.15483 -4.20658
H 0.11151 -18.52913 -2.56649
H -1.50935 -17.85163 -2.62005
H -0.22083 -20.62368 -1.18583
H -1.59124 -21.73311 -0.60880
H -1.77741 -19.98768 -0.40672
O -2.30830 -20.01557 -5.48208
```

Results
Energy relative to the best compared isomer or geometry (same formula, charge and spin) (kJ/mol): 0.0
Total charge: -2
Strongest force on any atom (eV/Å): 3.6
HOMO-LUMO gap (eV): 4.46

Löwdin population analysis, charges in e, atoms 1 to 4: 1.270, -0.105, -0.240, -0.110

C40H69Cl46O6P | ωB97M-V/def2-TZVPD

Geometry as XYZ:
```
162
Properties=species:S:1:pos:R:3
C 3.01555 2.84916 0.60875
C 2.16340 2.63031 -0.69247
C 1.56643 1.18918 -0.71611
C 0.03606 1.10301 -0.54022
C -0.62402 1.99705 -1.63146
C -0.46381 1.36872 0.89150
C 0.17077 0.59454 2.11139
C 0.78505 -0.78816 1.83142
O 0.21321 -1.60284 1.15262
C 2.11983 -1.23592 2.44479
C 2.04551 -2.40546 3.19773
C 3.23212 -2.91128 3.77276
C 4.43287 -2.23959 3.56119
C 4.49039 -1.04575 2.80734
C 3.31064 -0.57595 2.25871
O -0.14920 2.74179 1.24174
C -1.13562 3.67577 1.15757
O -0.99840 4.84361 1.28706
C -2.41682 2.86659 0.82033
C -2.02949 1.39309 1.10369
P -3.07775 0.26729 0.10742
O -3.63394 0.86045 -1.11569
O -2.35602 -1.10888 -0.22796
O -4.36473 -0.12862 1.06746
H 4.07367 2.59640 0.43508
H 3.00432 3.90508 0.92420
H 2.58276 2.26542 1.43242
H 2.84654 2.83892 -1.52616
H 1.39281 3.41282 -0.64603
H 1.78181 0.77678 -1.71709
H 2.14642 0.57796 -0.00924
H -0.25480 0.06429 -0.78126
H -1.52062 1.53666 -2.06685
H -0.79966 3.03372 -1.31819
H 0.09675 2.05815 -2.46839
H 0.91177 1.27067 2.56162
H -0.59366 0.43614 2.88811
H 1.09296 -2.89694 3.33176
H 3.24688 -3.80618 4.37155
H 5.35157 -2.62991 3.97131
H 5.42392 -0.46640 2.59062
H 3.36699 0.33791 1.66869
H -2.75615 3.03147 -0.21303
H -3.24200 3.28733 1.41561
H -2.35461 1.27877 2.14830
H -2.96449 -1.86580 -0.14222
H -4.39532 0.54175 1.76489
C 1.06357 -6.69004 3.76318
Cl -0.27637 -7.14641 2.69237
Cl 1.73468 -5.08417 3.40550
H 0.70028 -6.69189 4.78588
H 1.85617 -7.42131 3.64689
C -3.59259 -7.29853 0.54227
Cl -3.35751 -5.76814 1.39499
Cl -2.38372 -8.51381 0.98527
H -4.57514 -7.68579 0.78925
H -3.52451 -7.11579 -0.52277
C 8.74030 -0.82956 3.42203
Cl 9.67095 -1.92379 4.45896
Cl 7.05698 -1.35626 3.26087
H 8.75428 0.16347 3.85965
H 9.19580 -0.80794 2.43983
C 1.37141 -3.89283 -1.52434
Cl 2.33255 -2.54545 -2.14596
Cl 2.43264 -5.24148 -1.13124
H 0.86274 -3.57649 -0.61762
H 0.64622 -4.19445 -2.27253
C 1.41033 2.44676 -5.70509
Cl 1.64523 2.81961 -3.99362
Cl -0.11983 1.60174 -5.96415
H 1.40062 3.37521 -6.26607
H 2.22343 1.81521 -6.04606
C -4.37615 2.05776 -3.86588
Cl -4.95436 3.73060 -3.91890
Cl -3.01809 1.82870 -4.97596
H -4.04993 1.83082 -2.85634
H -5.18406 1.39305 -4.15244
C -7.42370 6.21626 -5.22501
Cl -6.18861 7.18756 -4.41502
Cl -7.60899 6.68552 -6.91838
H -7.13234 5.17209 -5.18085
H -8.37167 6.35913 -4.71748
C 7.71284 -1.49729 -0.39458
Cl 9.04152 -2.48694 0.22540
Cl 7.64195 0.07498 0.41551
H 7.85961 -1.33684 -1.45702
H 6.77661 -2.01974 -0.22368
C -0.46428 -4.37254 6.87331
Cl 0.44758 -3.02215 6.19823
Cl 0.60624 -5.68443 7.38853
H -1.02510 -4.02264 7.73194
H -1.14278 -4.75093 6.11539
C -5.28518 9.07081 -1.37088
Cl -5.83962 10.74776 -1.40994
Cl -3.93144 8.80857 -2.47648
H -4.96358 8.83084 -0.36338
H -6.10458 8.42326 -1.66472
C -6.56680 -4.60934 -1.45965
Cl -4.87547 -4.98624 -1.08087
Cl -7.45148 -6.05890 -1.94359
H -7.03566 -4.18746 -0.57733
H -6.59289 -3.89097 -2.27269
C -9.48097 -8.08166 -4.34157
Cl -8.51942 -9.01395 -3.18708
Cl -11.09707 -8.76649 -4.54353
H -9.57473 -7.06435 -3.97684
H -8.97586 -8.08718 -5.30111
C -0.87722 7.90320 -4.95411
Cl 0.10099 9.21661 -5.62563
Cl 0.09320 6.45496 -4.65884
H -1.30505 8.23438 -4.01451
H -1.66562 7.65981 -5.65814
C -10.59336 4.68520 -8.35537
Cl -10.48022 4.72409 -6.59451
Cl -12.27438 4.76269 -8.89889
H -10.05454 5.53600 -8.75865
H -10.15198 3.76216 -8.71437
C 6.02434 -0.06165 6.77291
Cl 5.02103 -1.26466 5.95882
Cl 5.27693 0.47235 8.28607
H 6.99395 -0.49677 6.99336
H 6.14187 0.79518 6.11738
C 6.97308 3.00719 -2.58451
Cl 7.14616 3.52375 -0.90469
Cl 5.52995 2.00899 -2.80977
H 6.89281 3.88625 -3.21436
H 7.84651 2.42800 -2.86374
C 4.02502 -9.36049 4.76538
Cl 2.69066 -9.79592 3.68907
Cl 4.65555 -7.75107 4.39433
H 3.66569 -9.36864 5.78864
H 4.82190 -10.08600 4.64537
C 5.29546 -7.19271 -2.35723
Cl 4.85648 -7.80174 -0.75796
Cl 7.02212 -7.40039 -2.68139
H 4.73080 -7.73752 -3.10570
H 5.05424 -6.13628 -2.40615
C 0.94587 10.68689 -2.23140
Cl 1.78020 9.41051 -1.33904
Cl -0.79085 10.37826 -2.33208
H 1.10346 11.63166 -1.72278
H 1.34978 10.73317 -3.23721
C 12.05471 -4.62384 -0.49348
Cl 11.03563 -5.88183 -1.20088
Cl 11.42314 -4.07800 1.06389
H 13.05241 -5.02214 -0.34575
H 12.08842 -3.77787 -1.17183
C 0.62732 -0.87592 9.95754
Cl 2.12434 -1.11975 9.05565
Cl -0.64479 -1.99538 9.43340
H 0.82323 -1.04328 11.01183
H 0.29174 0.14721 9.79762
C 2.44716 2.36674 10.59722
Cl 2.36584 2.52599 12.35468
Cl 0.83184 2.30452 9.87678
H 2.97722 3.22068 10.19044
H 2.97311 1.44960 10.35084
C -15.00262 4.14858 -11.16072
Cl -15.41249 4.06458 -12.87820
Cl -15.10707 2.56186 -10.38929
H -13.98877 4.51944 -11.06142
H -15.69516 4.82262 -10.66844
```

Results
Strongest force on any atom (eV/Å): 2.9
HOMO-LUMO gap (eV): 8.95

Löwdin population analysis, charges in e, atoms 1 to 4: -0.093, -0.236, -0.150, -0.254